{"formula": "C20H45N6O8", "method": "ωB97M-V/def2-TZVPD", "species": ["C", "C", "O", "O", "H", "H", "H", "C", "C", "O", "N", "C", "H", "H", "H", "H", "H", "H", "H", "C", "C", "O", "N", "C", "H", "H", "H", "H", "H", "H", "H", "C", "C", "O", "N", "C", "H", "H", "H", "H", "H", "H", "H", "C", "C", "O", "N", "C", "H", "H", "H", "H", "H", "H", "H", "C", "C", "O", "N", "C", "H", "H", "H", "H", "H", "H", "H", "C", "C", "O", "N", "C", "H", "H", "H", "H", "H", "H", "H"], "xyz": [[-0.39276, -1.02260, 0.05227], [-1.41406, -1.70511, -0.87472], [-1.17854, -1.93679, -2.07205], [-2.52184, -1.94016, -0.41285], [-0.22175, -1.81343, 0.78265], [-0.85398, -0.20407, 0.60490], [0.58274, -0.79265, -0.37623], [-0.84033, -3.63582, 1.56105], [-1.34790, -2.51581, 2.36600], [-0.95967, -2.48785, 3.51822], [-2.20359, -1.68608, 1.82363], [-2.87600, -0.58881, 2.51795], [0.24411, -3.65522, 1.45273], [-1.23593, -3.68069, 0.54637], [-1.01234, -4.56017, 2.11249], [-2.58712, -2.01098, 0.94760], [-3.92709, -0.85601, 2.62713], [-2.77328, 0.34801, 1.97030], [-2.50771, -0.36002, 3.51801], [3.35572, 1.45809, 3.23802], [2.53704, 0.91448, 2.08115], [1.99881, 1.69593, 1.24755], [2.42731, -0.38966, 1.91378], [1.68411, -1.13469, 0.88221], [3.72340, 0.70110, 3.93075], [2.72453, 2.14838, 3.79764], [4.25324, 1.93577, 2.84512], [3.14700, -0.93391, 2.36757], [2.13613, -0.94525, -0.09139], [0.65112, -0.79323, 0.94874], [1.73731, -2.20894, 1.05899], [-2.28727, 0.70755, -0.20697], [-3.24838, 0.39898, -1.36116], [-3.06351, -0.54617, -2.15941], [-4.02519, 1.41964, -1.67684], [-4.84629, 1.47042, -2.88575], [-2.65095, 1.42210, 0.53144], [-1.39111, 1.14332, -0.64866], [-2.03617, -0.19474, 0.35063], [-4.08268, 2.13461, -0.96579], [-5.47066, 2.35676, -2.77325], [-5.37845, 0.54111, -3.08893], [-4.22309, 1.66558, -3.75846], [1.65366, -3.10160, -0.43264], [1.95554, -2.39973, -1.78399], [2.93718, -2.63772, -2.49632], [1.00482, -1.49832, -2.07922], [1.11846, -0.64933, -3.23892], [1.69679, -4.18226, -0.56834], [0.60611, -2.95427, -0.16992], [2.28796, -2.85825, 0.41974], [0.11101, -1.50774, -1.60896], [0.72153, 0.35760, -3.10996], [0.67864, -1.16383, -4.09330], [2.18662, -0.56830, -3.44036], [-0.34079, 0.87215, 2.53174], [-0.90658, 1.77852, 1.46502], [-2.00667, 2.26282, 1.64202], [-0.20884, 2.04598, 0.35186], [-0.67847, 2.89382, -0.73701], [-0.07995, 1.40659, 3.44522], [0.55620, 0.34441, 2.20771], [-1.07338, 0.08500, 2.71004], [0.63787, 1.51487, 0.20666], [-1.68606, 3.30406, -0.66942], [-0.41187, 2.51181, -1.72244], [0.05642, 3.69795, -0.69913], [1.38385, 0.63182, -1.03589], [1.61444, 1.75217, -2.02630], [0.86733, 1.96590, -2.93608], [2.73288, 2.51705, -1.95069], [3.84792, 2.36626, -1.04833], [1.93283, -0.28087, -1.26758], [0.33218, 0.36339, -0.93561], [1.73195, 0.98868, -0.06656], [2.75320, 3.22347, -2.67225], [4.27835, 1.37167, -1.16513], [3.49858, 2.51928, -0.02722], [4.56539, 3.16393, -1.24084]], "atomic_forces_ev_per_a": [[-2.79, -3.52, -1.37], [-1.29, 0.14, -1.71], [-0.04, -0.93, 0.23], [-2.00, -2.53, 0.04], [-0.81, 0.31, -0.92], [2.08, -1.01, -0.31], [-3.57, -1.33, -0.14], [0.33, -1.73, -1.17], [-0.19, -0.49, 1.37], [0.82, 0.74, 1.98], [-0.85, 0.94, 3.93], [-0.84, -0.60, 0.36], [-0.07, 0.36, 0.47], [-0.24, -0.31, 0.16], [-0.44, -0.03, -0.08], [-0.35, 0.40, -1.38], [-0.21, 0.16, -0.06], [-0.58, -0.53, 0.29], [0.02, -0.66, 0.06], [-0.03, -0.48, -0.08], [0.10, 1.52, -1.68], [2.37, 0.22, 4.03], [1.99, -1.65, 0.64], [3.43, 2.85, 4.93], [-0.27, -0.23, -0.06], [0.20, 0.18, -0.15], [-0.24, 0.39, -0.08], [-0.21, 0.11, 0.53], [0.16, -0.68, 1.42], [3.57, 0.60, 2.36], [-0.98, 2.99, 2.65], [-3.52, -0.77, -1.82], [3.07, -2.33, -1.91], [-2.31, 3.07, 0.63], [-1.82, 1.34, -0.07], [0.76, 0.61, 0.37], [-0.98, -0.47, -1.86], [-1.46, -1.28, -0.47], [-2.19, 1.58, -0.91], [-0.32, 0.06, -0.37], [-0.46, -0.32, -0.10], [-0.15, 0.14, 0.35], [0.20, -0.14, -0.07], [0.15, -3.34, -2.67], [-0.76, -0.26, -0.06], [0.19, 0.02, 0.61], [3.91, -1.75, -1.84], [0.29, -1.53, -0.95], [0.23, -0.26, -0.49], [0.74, 0.07, -0.23], [1.11, -2.35, -2.62], [0.55, -0.67, -1.76], [-0.60, -1.66, -0.40], [-0.15, 0.13, -0.15], [0.14, 0.12, -0.23], [0.80, -0.79, -0.59], [1.87, 1.61, 0.85], [-0.62, 2.31, 2.29], [-1.05, 0.82, 1.49], [1.60, 1.49, 0.31], [-0.38, 0.16, -0.02], [-0.91, 0.43, 0.45], [0.76, 0.70, 0.41], [-1.28, 1.30, 0.53], [0.20, -0.42, 0.33], [-1.14, -0.54, 0.40], [-0.29, 0.91, -0.01], [1.79, 3.23, -1.60], [2.00, -0.71, 1.28], [-1.54, 1.95, -2.11], [0.00, 0.30, 0.06], [-0.38, 0.27, 0.32], [0.25, 1.73, -0.78], [0.99, 1.34, -1.62], [0.78, -0.70, -1.25], [0.13, -0.15, 0.08], [0.34, 0.08, 0.13], [0.21, -0.22, 0.03], [0.15, -0.28, -0.22]], "lowdin_charge": [-0.199, -0.651, 0.053, -0.007, 0.062, 0.068, 0.027, 0.001, -0.613, 0.024, 0.014, -0.052, 0.073, 0.098, 0.101, 0.023, 0.098, 0.051, 0.091, 0.024, -0.490, -0.073, 0.086, -0.126, 0.075, 0.089, 0.083, 0.148, 0.092, 0.024, 0.054, -0.057, -0.429, 0.030, 0.003, -0.072, 0.053, 0.072, 0.036, 0.129, 0.071, 0.080, 0.076, -0.029, -0.499, 0.001, -0.105, -0.031, 0.105, 0.049, 0.064, 0.013, 0.049, 0.107, 0.099, 0.041, -0.545, -0.012, -0.025, -0.033, 0.114, 0.051, 0.045, 0.039, 0.104, 0.073, 0.098, -0.086, -0.515, 0.005, 0.044, -0.067, 0.093, 0.097, 0.035, 0.141, 0.093, 0.064, 0.084], "total_charge": -1, "gap_ev": 7.09, "e_above_lowest_kcal_mol": 459.9, "lumo_ev": 2.321, "energy_ev": -46774.47971}